(1)
Density functional theory data (ωB97M-V with the def2-TZVPD basis set) for C4H32O13V as an isolated structure at a distorted geometry.

```
50
Properties=species:S:1:pos:R:3
V -23.19394 4.16222 -5.33922
O -23.92213 2.22436 -5.46733
O -27.05899 6.96372 -11.11563
O -27.90847 2.62657 -8.05273
O -24.27159 8.34137 -6.99972
O -28.75207 4.37313 -10.11011
O -24.67598 4.94515 -6.73472
O -21.53222 4.12358 -6.77041
O -26.77171 3.25153 -5.58616
O -26.72573 6.95241 -6.52405
O -24.64536 8.16669 -9.89900
O -21.33833 2.83929 -9.48732
O -24.68242 5.91210 -12.38179
O -22.34844 4.85208 -11.24327
C -24.22628 4.86959 -8.06651
C -23.72886 1.51334 -6.65217
C -25.28002 5.20802 -9.10490
C -23.26526 0.08889 -6.34800
H -24.52898 6.43740 -13.17159
H -27.57736 6.20600 -10.80468
H -25.53219 6.24715 -12.01938
H -25.44843 6.27556 -9.07003
H -23.86495 3.84291 -8.24805
H -23.38672 8.72226 -6.98216
H -26.18620 4.61584 -9.00872
H -24.55460 8.83794 -9.21621
H -27.17221 2.92362 -7.49841
H -24.30442 7.36444 -9.49328
H -21.23421 3.28181 -7.15012
H -27.69325 3.53131 -5.56092
H -24.01431 -0.48055 -5.80152
H -27.53294 1.98309 -8.66410
H -21.93061 4.48652 -12.02949
H -24.15586 7.40474 -6.76195
H -29.70530 4.24838 -10.11640
H -24.66311 1.52729 -7.23312
H -24.85956 4.95486 -10.07995
H -22.13051 2.32322 -9.29821
H -21.68617 3.58823 -10.01145
H -22.95666 1.97008 -7.30078
H -20.89330 4.77588 -7.07564
H -22.34518 0.15736 -5.76860
H -26.03675 7.62333 -6.50981
H -23.06910 -0.44432 -7.28414
H -28.46511 3.88207 -9.31127
H -26.28503 4.01826 -5.92713
H -26.39265 7.11813 -10.42966
H -23.32449 5.48555 -8.23129
H -23.24821 5.10551 -11.53581
H -26.21545 6.13651 -6.67855
```

As for the spin multiplicity: 4. The calculation puts the LUMO energy (spin up / spin down) at -1.24 / -1.27 eV. The calculation puts the energy at -2093.68075 hartree.

Löwdin atomic charge list, values in e, 2 entries:
1. V 1.090
2. O -0.364



(2)
Density functional theory data (ωB97M-V with the def2-TZVPD basis set) for a 2-piece molecular cluster, C33H48FN5O5S4 overall at a distorted geometry.

```
96
Properties=species:S:1:pos:R:3
S 5.54413 -0.05543 -2.85320
S 2.89595 -0.44182 -1.14490
S -1.27052 -0.13084 3.15355
S -1.67577 5.87682 -1.57194
F -3.98450 0.48284 -1.88403
O -3.08019 -4.26287 1.39575
O -5.72236 -2.40224 -3.74365
O -0.87845 6.84149 -0.62969
O -1.12880 4.41996 -1.47724
O -1.28493 6.40340 -3.18281
N -6.88978 -0.51776 -3.34780
N 1.97107 0.17736 4.04147
N 5.23247 1.12715 -0.32462
N -2.44368 -1.33994 0.41090
N -3.41387 -2.16324 -0.01184
C -1.08938 -1.85174 0.65576
C -3.19750 5.11070 1.16854
C 3.17862 -3.31523 -1.82032
C 3.61558 -3.37036 1.77820
C 6.56764 0.49877 0.10333
C 2.67031 0.90530 2.90918
C 7.11160 1.05344 1.55378
C 2.08723 -2.85492 1.47576
C -6.79448 -1.80888 -3.76841
C -2.35370 2.56509 2.05791
C -3.53684 6.02306 -1.42266
C 2.51060 -1.88760 -2.27402
C 1.21927 -1.82898 2.46210
C 2.11160 -4.32240 -1.02013
C -3.35407 -2.58941 -1.45461
C 4.85618 -3.90159 4.09944
C -3.82627 -3.25890 0.93338
C -0.18315 -2.87196 -0.29901
C -4.12353 5.94674 0.10558
C 1.96464 -1.32645 3.84647
C 3.75872 -4.29400 3.14368
C -5.42818 -3.25001 1.41328
C 5.62046 2.48452 -0.87647
C -2.69707 0.10722 0.49814
C -3.47251 1.07138 -0.62615
C 1.34835 -3.33333 0.09007
C -2.16781 0.94008 1.84915
C 4.61457 0.24619 -1.43025
C -3.67019 2.70730 -0.43400
C -0.30400 -1.35370 2.04718
C -3.10433 3.49621 0.89148
C -8.06865 -2.43786 -4.25326
C 4.38178 3.34520 -1.52289
H -5.97926 -3.92711 0.59922
H 5.03305 -4.41853 5.14236
H 8.13407 0.50121 1.81668
H 3.54764 -3.85065 -2.81808
H 1.34535 -1.77058 4.76442
H -8.91164 -1.74381 -4.19493
H 2.35349 0.44332 4.98127
H 6.04323 3.13134 0.02292
H 3.22498 0.14067 2.21537
H -1.91535 3.08320 3.03236
H -4.07316 5.27283 -2.17970
H -5.90018 -2.17611 1.32293
H 6.47758 -0.67308 0.17874
H 3.37872 1.70814 3.39290
H -2.08634 5.50082 1.26642
H 4.72986 4.48634 -1.55908
H -7.74948 0.01184 -3.34924
H 2.97463 -1.61696 -3.33987
H -4.15888 7.07138 0.50430
H -0.64708 -3.25775 -1.31113
H 1.80685 1.38914 2.24900
H -7.94068 -2.74596 -5.29447
H -8.29230 -3.31223 -3.63593
H -3.13726 -3.74743 -1.48791
H -4.44289 -2.43538 -1.91961
H -3.81939 7.10795 -1.83294
H 6.33651 0.86734 2.41055
H 7.43109 0.70778 -0.69161
H -5.22554 5.54866 0.14266
H 7.36472 2.21434 1.55590
H -2.51694 -2.04264 -2.06615
H 4.17982 3.04833 -2.65007
H 4.29089 -2.40025 1.94254
H 4.13239 -3.09508 -1.15292
H -3.68207 5.27422 2.24679
H 3.04408 -5.21539 3.35781
H -6.04400 -0.07210 -3.01630
H 5.59306 -3.03749 3.76723
H -5.60083 -3.77409 2.44489
H 6.48394 2.44258 -1.68926
H -4.22995 3.29364 -1.27801
H -1.55437 5.66459 -3.82966
H 3.05961 -1.72333 3.97289
H 1.31024 -4.74171 -1.79748
H 4.11670 -3.95766 0.89328
H 3.38666 3.31895 -0.90749
H 1.33711 -1.94856 -2.45980
H 2.67506 -5.20353 -0.47196
```

The calculation puts the LUMO energy at -0.22 eV. The calculation puts the energy at -3627.75897 hartree. As for the SMILES: C=CCc1c(CCCSC(=S)N(CC)CC)cc2c(c1CNC)Sc1cc(CCCS(=O)(=O)O)cc(F)c1N2N(C)C(C)=O.CC(N)=O.

Löwdin atomic charge list, values in e, 2 entries:
1. S 0.585
2. S 0.807



(3)
Density functional theory data (ωB97M-V with the def2-TZVPD basis set) for a 2-piece molecular cluster, C3H7O2PS2 overall at a distorted geometry.

```
15
Properties=species:S:1:pos:R:3
S -1.27247 -2.70602 3.85778
S -1.02771 0.74849 2.79783
P -0.35752 -0.99502 3.75434
O -1.08200 0.14932 -0.53694
O 0.81288 -0.59042 4.45146
C -0.15012 -0.08029 -2.74041
C -0.16155 0.13085 -1.26839
C 1.15638 0.72998 -0.78485
H 1.09403 1.78465 -0.69262
H -2.13856 0.23114 2.19305
H 1.92807 0.52296 -1.55654
H -1.08354 -0.03768 -3.41961
H 0.25935 -1.13120 -3.06689
H 1.51856 0.68825 0.27772
H 0.50422 0.55498 -3.26594
```

The calculation puts the relative energy (zero: lowest compared OMol25 entry of this formula, charge and spin) at 7.9 kJ/mol. The calculation puts the LUMO energy at -0.46 eV. The calculation puts the energy at -1406.71204 hartree. As for the SMILES: O=P(=S)S.CC(C)=O.

Löwdin atomic charge list, values in e, 2 entries:
1. S 0.219
2. S 0.484



(4)
Density functional theory data (ωB97M-V with the def2-TZVPD basis set) for a 2-piece molecular cluster, C17H23ClFN2O2 overall at a distorted geometry.

```
46
Properties=species:S:1:pos:R:3
Cl -1.73543 -4.21030 3.72299
F 0.77011 2.98873 0.03853
O 0.11284 0.28352 -1.89408
O -1.81139 2.96434 -2.07442
N -1.20819 -0.44741 0.68674
N -2.01834 -2.53877 1.67832
C 4.20079 -0.40935 -2.38159
C 4.98948 0.15164 -1.35740
C -0.74425 3.55439 -1.79173
C 2.91014 0.07027 -2.61881
C 0.85048 1.29028 -1.82554
C -0.52137 -2.68194 1.31679
C -2.57648 -3.75264 2.22288
C -2.81057 -2.20244 0.39952
C 4.49061 1.25136 -0.62479
C -1.63673 -0.13369 2.05839
C 2.35502 1.10519 -1.84997
C -2.29282 -0.89659 -0.18737
C -0.04783 -1.34962 0.75182
C -2.18393 -1.39662 2.69583
C 0.63010 2.82280 -1.39635
C -0.58708 5.01371 -1.49333
C 3.19326 1.72321 -0.87948
H -2.47426 -4.55775 1.50592
H -1.60847 -1.68408 3.58575
H 2.24520 -0.38299 -3.35936
H -1.88301 -1.01008 -1.20791
H -2.39800 0.66535 2.03260
H 4.58766 -1.22010 -3.01011
H -1.40412 5.28904 -0.83708
H 0.69524 -0.90997 1.45255
H -0.74266 0.19297 2.62530
H -2.65356 -3.02075 -0.31240
H -3.61790 -3.56147 2.46022
H 0.41573 -1.43893 -0.24921
H 0.00262 -2.92695 2.25133
H -3.86548 -2.08673 0.68169
H -0.55186 5.80495 -2.25615
H 5.11126 1.74999 0.13595
H 0.32678 5.04423 -0.90366
H -0.42938 -3.49652 0.58348
H 5.98455 -0.23487 -1.14586
H 2.80521 2.53364 -0.24934
H 1.45802 3.48182 -1.72824
H -3.07914 -0.11525 -0.19602
H -3.25284 -1.31564 2.94359
```

The net charge is +1. The calculation puts the LUMO energy at -2.72 eV. The calculation puts the energy at -1481.30795 hartree.

Löwdin atomic charge list, values in e, 2 entries:
1. Cl 0.700
2. F -0.049



(5)
Density functional theory data (ωB97M-V with the def2-TZVPD basis set) for C20H38Cl3N2O4SiSr as an isolated structure at a distorted geometry.

```
69
Properties=species:S:1:pos:R:3
Sr -2.65362 0.33505 -4.81397
Cl -2.88228 2.66124 -8.17868
Cl 2.36580 -0.41819 -4.56728
Cl -5.03186 -0.70970 -5.54600
Si 1.66315 -2.28915 -4.16313
O -1.56940 0.66310 -6.57869
O -2.77476 -1.88617 -3.30003
O -0.53307 1.51919 -3.39233
O 4.07426 -2.82045 -2.21006
N -4.12726 -3.67945 -2.73790
N 5.22074 -0.82177 -2.29359
C 0.90329 -1.85898 -2.48313
C -1.18581 -0.56625 -8.53076
C 0.79273 2.22084 -6.60512
C 1.47454 1.03197 -8.62072
C 0.48834 1.29057 -7.73508
C -0.04164 -2.58219 -5.11184
C -1.98067 -3.17693 -9.40666
C 2.88102 1.58373 -8.54521
C 4.31046 -1.67862 -1.77232
C 5.96729 -1.15862 -3.48798
C -3.88385 -2.42802 -3.11901
C -2.93767 -2.23285 -8.97987
C -3.09789 -4.68917 -2.59808
C -0.22886 -1.53496 -8.92815
C -2.52818 -0.93178 -8.66640
C -5.50061 -4.06384 -2.46950
C -0.62308 -2.81872 -9.38723
C 5.48142 0.46461 -1.67525
C 2.82102 -3.06091 -5.48362
C -0.93617 0.71038 -7.72355
H 1.29897 0.44527 -9.52318
H 3.32887 1.48732 -7.53756
H -3.29700 -0.19371 -8.43023
H 2.97945 2.64230 -8.86550
H 2.32537 -3.96591 -5.88345
H -0.06562 2.86659 -6.38430
H 5.02657 1.29673 -2.23782
H -4.00131 -2.50396 -8.90234
H -0.20613 -3.69611 -5.05210
H -0.10487 2.17970 -3.93408
H -2.29867 -4.18462 -9.72694
H 1.35491 -2.30912 -1.59693
H -3.54977 -5.49947 -2.02856
H 0.13859 -3.55441 -9.71256
H -2.78320 -5.09989 -3.56096
H 1.65062 2.85207 -6.86591
H 0.03901 -2.24279 -6.16252
H 6.56850 0.64048 -1.62562
H -0.14381 1.71759 -2.51893
H 5.06354 0.45728 -0.66334
H -5.50400 -5.03839 -1.98822
H -5.97307 -3.32424 -1.81730
H 6.97422 -0.73131 -3.41309
H -0.83745 -2.05227 -4.55091
H 0.93613 -0.75582 -2.35241
H 0.83772 -1.32991 -8.87472
H -6.08135 -4.10394 -3.39575
H -2.22278 -4.31327 -2.07249
H 3.51817 0.99541 -9.22381
H 5.49852 -0.73691 -4.38880
H 3.85670 -3.29055 -5.17555
H 2.88138 -2.31982 -6.32103
H -1.79558 1.72346 -8.23241
H -4.79790 -1.85126 -3.28515
H -0.16887 -2.12021 -2.56483
H 3.72367 -1.22404 -0.94974
H 6.02904 -2.24291 -3.58923
H 1.08317 1.64968 -5.70228
```

The calculation puts the relative energy (zero: lowest compared OMol25 entry of this formula, charge and spin) at 521.7 kJ/mol. The net charge is -1. The calculation puts the LUMO energy at 1.73 eV. The calculation puts the energy at -2896.24977 hartree.

Löwdin atomic charge list, values in e, 2 entries:
1. Sr 1.253
2. Cl 0.024